4 unconnected molecules or ions with the total composition C28H39F18N2O8P2S, computed with ωB97M-V/def2-TZVPD.

Values from the calculation:
Net charge ... +1
Multiplicity ... 1
DFT total energy ... -127346.953 eV
Kohn-Sham gap ... 7.744 eV
HOMO energy ... -0.4374 hartree
LUMO level ... -4.158 eV
Energy above the lowest of the compared OMol25 structures with the same formula, charge and spin ... 190.8 kcal per mole

Structure (XYZ):
```
98
Properties=species:S:1:pos:R:3:forces:R:3
C -4.509696 -2.537868 1.014756 0.277 -0.235 0.703
C -4.615315 -3.373139 -0.363881 0.548 0.000 1.606
P -3.433476 -2.799997 -1.734594 -0.485 -0.300 -1.291
C -3.451618 -0.888579 -1.887892 0.142 0.814 1.149
C -1.694046 -3.198229 -1.098339 -1.048 1.304 1.569
N -1.317501 -2.585740 0.149441 4.153 -4.742 -4.373
C 0.042798 -3.081284 0.370916 -0.486 -1.494 -1.935
C 0.841852 -2.595866 1.667387 0.118 -0.270 -1.445
C 1.748329 -1.323035 1.187550 0.289 -1.003 0.365
C 0.873947 -0.048942 0.783305 -1.386 -0.740 0.504
F 0.273484 -0.136403 -0.521925 1.432 0.194 2.648
F -0.247338 -0.012331 1.710107 2.148 0.159 -1.970
C 1.615361 1.366587 0.926114 -0.837 0.224 2.188
F 2.108120 1.422189 2.289474 -0.883 -1.001 -3.668
F 0.639913 2.389088 0.827699 2.670 -2.225 -0.271
C 2.899332 1.565444 -0.013478 1.934 2.031 0.154
F 3.943966 0.628118 0.204810 -2.883 1.849 -0.300
F 3.450382 2.854398 0.334826 -1.477 -3.036 -0.796
C 2.598510 1.620063 -1.588614 0.326 0.086 -3.364
F 1.374193 2.224716 -1.940920 3.039 -1.604 1.318
F 3.624240 2.362615 -2.266975 -2.746 -2.236 2.131
F 2.616801 0.301825 -2.150226 -0.148 3.291 1.681
C 0.433097 -4.001126 -0.800226 -0.222 2.418 3.082
C 1.874203 -4.690134 -0.810091 0.030 0.389 1.000
C 1.841577 -6.031678 0.102766 -0.044 0.277 0.348
C 1.139686 -7.224770 -0.723212 -0.019 0.828 0.134
C 3.306781 -6.382286 0.677159 0.216 -0.704 -0.454
N -0.695782 -4.051677 -1.740431 -0.708 2.578 5.075
P -0.749316 -4.960063 -3.255605 -1.017 -1.121 -4.118
O -1.909902 -4.145908 -4.250123 2.107 -0.485 3.153
O -1.354591 -6.548926 -3.078156 0.217 3.277 -0.372
S 0.905334 -4.979529 -4.257014 -0.499 0.170 1.186
H -5.540579 -2.337548 1.479205 2.129 -0.540 -0.629
H -3.999863 -1.513409 0.912153 -0.842 -1.344 -0.097
H -3.858504 -3.135866 1.765214 -1.175 0.943 -1.146
H -5.683889 -3.398506 -0.771561 1.661 0.174 0.359
H -4.308615 -4.461339 -0.104034 -0.595 1.699 -0.754
H -2.383861 -0.465592 -2.022120 -1.735 -0.778 -0.043
H -3.864630 -0.387412 -0.936216 0.596 -0.740 -1.375
H -4.143601 -0.579828 -2.747684 1.197 -0.663 1.154
H -1.816479 -1.938037 0.775150 -0.051 -0.473 -0.814
H 0.141266 -2.342528 2.531927 0.833 -0.249 -1.412
H 1.508070 -3.465662 2.033715 -0.865 1.577 -0.729
H 2.445790 -1.071820 2.064775 -1.107 0.011 -1.396
H 2.407366 -1.719221 0.322457 -1.145 1.102 1.226
H 2.581747 -3.957126 -0.252582 -1.327 -0.960 -0.979
H 2.332865 -4.839356 -1.844192 -1.002 0.080 1.388
H 1.192582 -5.764234 1.027868 0.944 -0.438 -1.569
H 0.896806 -6.830764 -1.774418 0.385 -0.822 1.487
H 1.844570 -8.116585 -0.828807 -1.194 1.146 0.247
H 0.152126 -7.483039 -0.207924 1.474 -0.033 -0.844
H 3.271759 -6.867209 1.729334 -0.116 0.983 -1.747
H 3.810580 -7.178448 0.001258 -0.746 1.451 1.006
H 3.988515 -5.457242 0.699729 -1.035 -1.375 0.091
H -1.644576 -3.190514 -4.145713 -0.546 -1.032 -0.535
H -1.461269 -6.870850 -4.016265 0.168 0.332 1.058
C -10.834100 0.969622 0.824821 0.252 -0.028 0.281
C -10.924752 -0.280531 -0.027638 -0.719 0.607 -0.060
O -9.694455 -1.021731 0.030809 0.708 -1.028 0.519
C -9.550405 -1.846438 1.090057 -1.863 1.201 -0.247
O -10.370952 -1.983688 1.959640 1.147 -0.328 -0.447
C -8.227300 -2.603299 0.999978 1.297 -1.063 0.144
F -7.192425 -1.806306 0.637319 -1.063 0.211 -0.113
F -8.276565 -3.598513 0.087169 -0.297 0.519 0.216
F -7.871730 -3.174930 2.166017 -0.523 0.497 -0.441
H -9.968207 1.570662 0.534617 -0.141 -0.016 -0.106
H -11.736402 1.575030 0.718666 0.067 -0.085 -0.030
H -10.708292 0.717556 1.880602 -0.137 -0.016 -0.085
H -11.074813 -0.002431 -1.073195 0.314 -0.214 0.056
H -11.772848 -0.906250 0.263380 0.287 -0.068 0.102
C 4.909728 5.112271 -3.174125 -0.091 0.361 -0.145
C 6.336992 4.907607 -2.706004 -0.520 -0.428 0.268
O 7.239962 5.717760 -3.472445 0.574 0.903 0.015
C 7.371756 7.000733 -3.068292 -1.157 -1.134 1.022
O 6.784975 7.479276 -2.131612 0.719 0.054 -0.888
C 8.393696 7.731468 -3.936121 1.299 1.177 -1.259
F 8.240323 7.466668 -5.251569 -0.271 -0.161 0.640
F 9.660068 7.381655 -3.621310 -0.663 -0.179 0.224
F 8.322807 9.069390 -3.807478 -0.342 -0.794 0.303
H 4.827791 4.929590 -4.248938 0.042 -0.115 0.108
H 4.231486 4.439381 -2.648827 0.130 0.139 -0.045
H 4.581988 6.139956 -2.999466 0.050 -0.099 0.093
H 6.631657 3.868168 -2.868547 0.222 0.230 -0.181
H 6.442889 5.108049 -1.636113 0.063 0.218 -0.189
C 1.986267 3.862443 3.714467 -0.178 0.009 0.380
C 3.267724 4.572198 3.323983 -0.135 -0.658 -0.193
O 3.208396 5.958254 3.691143 0.340 0.724 0.729
C 3.529442 6.244797 4.972229 0.111 -1.824 -0.561
O 3.847424 5.420672 5.791214 -0.228 1.063 -0.331
C 3.472626 7.751590 5.212608 -0.179 2.103 0.487
F 2.379385 8.323222 4.662786 0.320 -0.632 0.072
F 4.541798 8.384288 4.682525 -0.252 -0.689 0.042
F 3.449600 8.068702 6.520569 0.053 -0.697 -0.589
H 1.118510 4.372981 3.287246 0.103 -0.047 -0.090
H 1.995374 2.826161 3.364165 0.005 0.949 0.513
H 1.853063 3.860544 4.799281 0.106 0.000 -0.071
H 3.390268 4.539470 2.239079 -0.003 0.365 0.135
H 4.145747 4.088550 3.761433 -0.114 0.227 0.138
```
Forces are in eV/Å.

=====

A molecular structure, C28H39N2O2P2RuS4, computed with ωB97M-V/def2-TZVPD.

Values from the calculation:
Net charge ... -1
Multiplicity ... 1
DFT total energy ... -101251.058 eV
Kohn-Sham gap ... 6.621 eV
HOMO energy ... -0.1430 hartree
LUMO level ... 2.730 eV
Energy above the lowest of the compared OMol25 structures with the same formula, charge and spin ... 37.7 kcal per mole

Structure (XYZ):
```
78
Properties=species:S:1:pos:R:3:forces:R:3
Ru 0.097312 0.174826 0.553425 -0.647 0.322 -0.973
C 1.634324 -2.189419 -0.761523 -0.157 -0.158 -0.277
N 2.228830 -1.262871 0.193396 -0.146 0.223 0.149
C 3.095020 -1.988372 1.139796 0.294 -0.173 0.141
C 2.855870 -1.691751 2.606597 0.060 0.019 0.050
N 1.471384 -1.850307 2.948767 0.117 -0.151 0.080
C 0.975222 -3.210469 2.963109 -0.001 0.026 0.016
C 1.005793 -1.066546 4.023059 -0.201 0.137 -0.036
C 1.763597 -0.858600 5.164706 0.005 -0.042 -0.020
C 1.278376 -0.084845 6.204102 -0.032 0.086 0.164
C 0.016331 0.478846 6.105256 0.090 0.054 0.191
C -0.740307 0.287654 4.964631 -0.071 -0.054 -0.104
C -0.257278 -0.468750 3.899225 0.068 -0.063 0.010
S -1.185704 -0.607170 2.418597 0.160 0.130 -0.029
C 3.021633 -0.223096 -0.410222 0.065 0.209 -0.176
C 3.893258 -0.508549 -1.446319 0.035 -0.052 -0.109
C 4.675958 0.485532 -2.009816 0.074 0.012 -0.073
C 4.596036 1.777237 -1.512293 0.160 0.011 -0.176
C 3.737737 2.062291 -0.470179 0.019 0.107 0.083
C 2.941097 1.074179 0.099985 0.109 0.038 0.095
S 1.831025 1.461841 1.397775 -0.356 0.130 0.162
H 2.357876 -2.919502 -1.151663 0.026 -0.025 -0.036
H 1.205583 -1.623996 -1.591064 0.150 -0.243 0.275
H 0.824289 -2.733976 -0.263956 0.137 0.046 -0.136
H 4.140807 -1.730138 0.921841 -0.111 -0.184 0.034
H 2.995393 -3.060496 0.947666 -0.081 0.010 0.063
H 3.145494 -0.658760 2.819205 -0.086 -0.121 -0.037
H 3.526084 -2.363205 3.179463 0.014 0.043 0.038
H 1.458973 -3.824710 3.745946 -0.026 0.039 -0.036
H 1.148747 -3.688533 1.998952 -0.005 -0.030 -0.041
H -0.102190 -3.197627 3.132517 0.063 0.008 -0.007
H 2.741956 -1.310432 5.238934 0.131 -0.053 0.009
H 1.881184 0.069952 7.087860 0.043 0.035 0.076
H -0.372886 1.088648 6.909176 -0.017 0.034 0.080
H -1.713984 0.751271 4.869075 -0.044 0.004 -0.016
H 3.952427 -1.521678 -1.824561 0.003 -0.016 -0.041
H 5.336552 0.252808 -2.834812 0.019 -0.002 -0.029
H 5.188527 2.570418 -1.951260 0.024 -0.002 -0.021
H 3.646713 3.073960 -0.097229 -0.008 0.024 0.021
C -3.881000 1.167176 -4.769159 0.105 -0.082 -0.033
C -2.834062 0.099418 -4.526043 -0.220 -0.215 -0.143
O -1.806749 0.671027 -3.724178 0.151 0.066 0.192
P -0.651827 -0.272054 -3.110197 -0.125 -0.075 -0.018
S -1.372371 -1.917737 -2.302905 -0.115 0.238 0.006
S 0.504151 0.900265 -2.006780 0.234 -0.077 0.353
O 0.111212 -0.605456 -4.509085 -0.340 0.202 0.129
C 1.241495 -1.460959 -4.488107 0.212 -0.108 0.057
C 1.565411 -1.838319 -5.917807 -0.045 0.043 0.147
H -4.755251 0.734421 -5.254717 -0.033 -0.026 -0.058
H -3.489599 1.964471 -5.400734 0.021 0.024 0.010
H -4.193047 1.601043 -3.822341 -0.048 0.027 0.106
H -2.393662 -0.251618 -5.467836 -0.094 0.010 0.095
H -3.257356 -0.767715 -3.999116 0.065 0.184 -0.118
H 1.008587 -2.350306 -3.888067 0.060 0.062 -0.083
H 2.076654 -0.927518 -4.015580 -0.049 -0.090 -0.024
H 0.732088 -2.372237 -6.368886 -0.082 -0.045 -0.030
H 2.441648 -2.479347 -5.943422 0.155 -0.116 -0.012
H 1.769275 -0.950878 -6.512418 0.014 0.096 -0.039
C -1.536621 3.136794 -0.649574 0.043 -0.112 -0.005
P -1.368216 1.886613 0.680012 0.136 -0.266 0.263
C -1.044638 2.952509 2.127955 -0.109 0.003 -0.101
C -3.136617 1.423291 0.853107 0.137 0.074 -0.041
C -3.980374 1.916915 1.842491 0.149 0.037 -0.002
C -5.303950 1.518502 1.900706 -0.133 0.029 0.090
C -5.805732 0.625035 0.968340 -0.140 -0.022 0.029
C -4.975269 0.133886 -0.023730 -0.021 -0.063 -0.085
C -3.650152 0.529568 -0.080378 0.093 -0.014 -0.089
H -2.318395 3.845558 -0.367574 0.024 0.002 -0.002
H -1.796155 2.646026 -1.588160 -0.013 0.018 0.045
H -0.592497 3.660456 -0.795527 0.069 -0.030 0.015
H -1.749677 3.783406 2.211840 0.003 -0.061 -0.040
H -0.034392 3.346758 2.020453 -0.010 -0.009 -0.016
H -1.076546 2.333079 3.022790 -0.002 -0.012 0.057
H -3.603087 2.598870 2.591759 0.039 0.020 0.025
H -5.944892 1.899806 2.686286 -0.011 0.002 0.009
H -6.839044 0.306361 1.022086 -0.024 -0.003 -0.002
H -5.350118 -0.570602 -0.753168 -0.036 -0.054 -0.043
H -3.006281 0.117825 -0.850503 0.061 -0.033 -0.010
```
Forces are in eV/Å.

=====

Which of these has the highest LUMO level? C28H39N2O2P2RuS4

=====

Number 1 is which compound? C28H39F18N2O8P2S